1.
{
  "formula": "C5H4N4S",
  "method": "ωB97M-V/def2-TZVPD",
  "species": ["H", "C", "H", "S", "C", "N", "C", "N", "C", "C", "N", "H", "N", "H"],
  "positions_angstrom": [[-1.953, 0.664, -0.957], [-1.628, -0.420, 0.925], [-1.785, 0.604, 1.215], [1.923, -0.472, 1.298], [-0.545, -0.569, -0.070], [2.816, -0.501, -0.996], [-1.815, -0.358, -0.599], [3.149, -0.490, 0.208], [0.815, -0.443, -0.170], [0.462, 2.036, 0.202], [1.195, 2.830, -0.166], [-2.398, -1.117, -1.173], [1.583, -0.481, -1.262], [-1.817, -1.282, 1.545]],
  "forces_ev_per_a": [[-0.044, -0.286, -0.137], [0.422, 0.229, -1.282], [0.401, -0.145, 1.288], [-1.214, -0.257, -2.218], [1.296, 2.244, 1.293], [2.075, 0.128, -1.997], [-2.537, -1.171, -1.487], [1.735, -0.015, 3.011], [1.556, -0.895, 1.774], [-2.195, -1.801, 0.508], [1.652, 1.693, -0.676], [0.755, 0.523, 0.466], [-3.375, -0.282, -0.511], [-0.526, 0.034, -0.033]],
  "lowdin_charge": [0.135, -0.040, 0.102, 1.023, -0.178, -0.118, -0.069, -0.334, -0.542, -0.243, -0.042, 0.144, 0.043, 0.119],
  "energy_ha": -809.84420,
  "gap_ev": [5.156, 7.025],
  "homo_energy_ha": [-0.328, -0.378],
  "total_charge": 0,
  "fmax_ev_per_a": 3.47
}

***

2.
{
  "formula": "C25H48F3O23Rb2",
  "method": "ωB97M-V/def2-TZVPD",
  "species": ["C", "H", "H", "F", "C", "H", "H", "C", "O", "H", "O", "H", "H", "H", "O", "H", "F", "H", "Rb", "H", "C", "C", "H", "H", "H", "H", "Rb", "H", "O", "C", "H", "C", "C", "H", "O", "C", "O", "O", "H", "H", "O", "C", "O", "C", "H", "H", "O", "H", "H", "H", "H", "H", "H", "F", "O", "C", "C", "O", "H", "H", "H", "O", "H", "H", "C", "O", "C", "H", "H", "H", "H", "O", "C", "C", "H", "H", "O", "C", "C", "C", "H", "O", "H", "C", "O", "O", "O", "H", "C", "H", "H", "C", "H", "O", "H", "O", "C", "C", "H", "H", "O"],
  "positions_angstrom": [[-4.756, 35.016, 13.294], [-3.393, 26.594, 6.580], [-2.852, 36.317, 10.967], [-2.358, 30.995, 16.663], [-2.392, 28.976, 14.683], [-5.512, 29.389, 8.412], [-4.155, 35.621, 16.513], [-1.331, 36.934, 16.352], [4.748, 28.808, 15.740], [-2.232, 24.885, 10.361], [-4.213, 35.437, 12.169], [-3.727, 29.013, 19.448], [-1.160, 27.271, 13.876], [-2.146, 36.915, 15.628], [-3.672, 29.512, 14.437], [-3.381, 23.103, 13.539], [-4.300, 31.644, 17.279], [-3.742, 31.499, 14.590], [-5.767, 28.593, 12.583], [-1.327, 34.373, 20.013], [-4.249, 31.142, 9.902], [0.702, 23.597, 16.698], [6.650, 29.248, 15.362], [-2.395, 24.300, 12.686], [5.560, 30.536, 14.898], [-2.096, 33.724, 21.447], [-8.123, 29.592, 15.607], [-6.534, 30.802, 8.706], [2.581, 28.127, 15.591], [-1.610, 25.745, 10.114], [0.626, 27.416, 15.593], [-5.652, 30.444, 8.175], [-0.327, 34.704, 16.427], [1.424, 23.154, 16.011], [-0.269, 33.576, 17.243], [-2.436, 32.037, 11.350], [-4.524, 31.158, 8.609], [-4.178, 27.441, 8.326], [-0.644, 25.440, 9.712], [-3.868, 24.688, 13.691], [-0.418, 22.828, 14.266], [-2.179, 27.658, 13.884], [-1.062, 35.699, 17.043], [-3.066, 36.221, 12.031], [-2.932, 33.988, 19.849], [-1.476, 26.233, 11.079], [-4.019, 35.372, 14.430], [1.117, 24.012, 17.617], [1.407, 32.285, 17.306], [-2.157, 35.740, 12.392], [-1.533, 37.761, 17.032], [-2.372, 31.102, 11.907], [-0.170, 31.529, 17.264], [-3.871, 29.525, 17.135], [-1.992, 30.212, 19.716], [-4.604, 35.021, 15.721], [3.394, 29.285, 15.711], [-2.284, 26.525, 9.125], [-3.064, 32.728, 11.913], [1.015, 28.589, 14.273], [0.806, 29.078, 15.970], [-5.749, 34.325, 13.303], [-1.498, 32.586, 11.274], [-2.226, 28.728, 15.731], [-2.041, 33.627, 20.362], [-3.093, 31.817, 10.043], [-2.685, 28.982, 19.766], [0.127, 22.823, 17.206], [-5.858, 30.527, 7.108], [-4.277, 28.110, 6.404], [-2.219, 28.253, 19.103], [-3.287, 31.255, 21.323], [0.409, 32.366, 16.874], [-2.952, 24.103, 13.601], [-2.634, 28.456, 20.719], [-0.421, 37.331, 15.901], [3.030, 30.468, 15.586], [1.193, 28.303, 15.309], [-3.631, 27.538, 7.070], [-2.362, 31.258, 20.437], [-2.674, 28.058, 7.033], [-4.244, 26.702, 10.448], [-3.182, 37.198, 12.501], [-3.639, 26.763, 9.361], [-2.015, 24.421, 14.709], [0.277, 34.860, 15.328], [-4.814, 30.594, 10.780], [-1.666, 29.699, 14.313], [-0.908, 23.697, 14.953], [5.909, 30.183, 16.700], [-4.366, 33.967, 15.863], [-3.657, 30.738, 16.554], [-5.665, 35.174, 15.918], [-0.341, 24.200, 16.052], [-2.560, 27.808, 12.874], [-1.647, 32.322, 20.001], [5.774, 29.811, 15.684], [-4.206, 30.657, 15.103], [-2.800, 26.874, 14.318], [0.409, 32.217, 15.794], [-5.582, 30.609, 14.815]],
  "forces_ev_per_a": [[-0.239, -0.987, 1.998], [-0.445, -0.357, 0.270], [-0.586, 0.221, -0.044], [0.479, 0.227, -0.288], [0.820, -0.527, -0.628], [-0.145, -0.031, -0.002], [0.689, 0.022, -0.448], [1.132, 0.705, -0.365], [-3.647, 0.778, 0.076], [0.192, -0.269, -0.268], [-0.608, -0.445, -0.699], [0.083, 0.628, 0.201], [0.046, 0.362, 0.006], [0.132, -0.633, -0.009], [0.174, -1.838, -0.204], [0.879, -0.474, 0.597], [-0.184, 0.437, 0.269], [0.216, 0.759, -0.052], [0.229, 0.290, 0.153], [0.689, -0.670, -0.076], [2.786, 1.210, -0.487], [-0.066, -3.500, 1.095], [0.062, 0.076, 0.227], [-0.374, 0.090, -0.055], [-0.128, 0.317, 0.473], [-0.392, -0.041, -0.076], [0.328, 0.223, 0.003], [-0.088, -0.054, 0.009], [2.048, 1.748, 0.471], [-0.333, -0.677, 0.645], [0.556, -0.321, -0.257], [-1.238, -0.929, 0.628], [2.177, 0.126, -2.279], [0.136, 0.210, 0.211], [-0.819, 2.571, -0.701], [-1.893, 0.061, 0.003], [0.414, 0.647, -0.774], [-1.010, -1.013, 2.060], [-0.257, 0.108, -0.099], [0.656, 0.736, 0.300], [-0.799, 0.350, 0.428], [-1.309, 0.556, 0.343], [0.148, -1.445, -0.157], [1.321, 0.431, 0.068], [-0.517, -0.700, 0.274], [0.031, 0.625, -0.259], [-1.467, 0.485, -0.882], [0.057, 1.599, -0.853], [0.012, 0.492, -0.208], [-0.165, -0.151, 0.609], [-0.412, -0.738, 0.825], [0.211, 0.038, -0.146], [-0.179, 0.365, 0.316], [0.057, 0.107, 0.412], [0.563, 0.083, -0.349], [0.422, -0.714, 0.174], [0.232, 0.258, -1.962], [-2.268, -0.063, 0.351], [-0.310, -0.209, 0.131], [0.129, -0.105, 0.000], [-0.096, 0.289, -0.204], [1.055, 1.052, 0.172], [0.062, -0.619, -0.874], [0.068, 0.325, 0.071], [-0.108, 1.114, 0.534], [1.072, 0.605, 0.099], [-0.565, -1.487, 0.418], [0.767, -1.303, 0.030], [0.667, 0.465, 0.067], [-0.404, -0.159, 0.422], [0.429, 0.633, -0.398], [3.826, 0.219, -3.441], [-0.263, -0.393, -0.660], [1.009, -0.151, 0.037], [-0.015, 0.666, 0.460], [0.074, -0.575, -0.564], [1.123, -3.900, 0.881], [-0.283, 1.031, 0.804], [1.850, 0.155, -2.253], [-3.748, 0.634, 2.608], [0.080, 0.248, 0.528], [1.922, -0.666, -3.102], [0.013, -0.031, -0.053], [0.658, 2.138, 1.836], [-1.300, -0.555, -0.075], [-2.362, -0.828, 3.819], [-1.633, -1.217, 1.386], [0.480, 0.172, 0.337], [0.878, -0.249, -0.919], [0.135, 0.531, -0.341], [-0.188, 0.067, 0.298], [-1.850, -1.383, -0.356], [-0.199, 0.004, -1.170], [-1.853, 3.237, -0.794], [0.300, -0.012, -0.284], [-0.182, -1.149, -0.125], [-0.191, -0.704, -0.119], [-2.375, 0.387, -1.986], [-0.004, -0.027, 0.104], [0.358, 0.359, -0.015], [2.558, 0.027, 1.825]],
  "lowdin_charge": [-0.559, 0.103, 0.096, 0.147, -0.260, 0.081, 0.081, -0.049, -0.062, 0.088, 0.004, 0.092, 0.064, 0.079, -0.198, 0.095, 0.162, 0.138, 0.574, 0.086, -0.620, -0.073, 0.091, 0.077, 0.094, 0.097, 0.409, 0.104, -0.043, -0.037, 0.088, -0.039, -0.443, 0.104, -0.035, 0.025, 0.024, -0.015, 0.104, 0.087, 0.125, -0.042, -0.033, -0.058, 0.099, 0.082, -0.049, 0.100, 0.094, 0.094, 0.090, 0.087, 0.071, 0.110, 0.000, -0.019, -0.404, -0.023, 0.084, 0.097, 0.086, 0.138, 0.096, 0.112, -0.053, -0.001, -0.058, 0.100, 0.102, 0.099, 0.092, 0.057, -0.044, 0.009, 0.096, 0.091, 0.090, -0.061, -0.080, -0.510, 0.102, 0.048, 0.099, -0.464, -0.020, 0.061, 0.053, 0.115, -0.582, 0.097, 0.086, -0.567, 0.098, -0.016, 0.058, -0.011, -0.054, -0.444, 0.064, 0.093, -0.437],
  "energy_ha": -3059.52197,
  "gap_ev": [3.032, 7.920],
  "homo_energy_ha": [-0.113, -0.291],
  "total_charge": 0,
  "multiplicity": 2,
  "fmax_ev_per_a": 5.15
}